{
  "formula": "C19H27N3O2",
  "method": "wB97M-V/def2-TZVPD",
  "smiles": "CCCCCCOc1ccc(C(=O)NCCCn2ccnc2)cc1",
  "e_above_lowest_ev": 1.512,
  "homo_ha": -0.305,
  "energy_ha": -1054.9700,
  "e_lumo_ev": 0.81,
  "orbital_gap_ha": 0.3348,
  "elements": ["C", "C", "C", "C", "C", "C", "O", "C", "C", "C", "C", "C", "C", "H", "H", "C", "O", "N", "H", "C", "H", "H", "C", "H", "H", "C", "N", "C", "N", "C", "C", "H", "H", "H", "H", "H", "H", "H", "H", "H", "H", "H", "H", "H", "H", "H", "H", "H", "H", "H", "H"],
  "positions_angstrom": [[7.22854, 4.06770, 0.91408], [6.75019, 2.62069, 0.92299], [5.37631, 2.48738, 1.57725], [4.90604, 1.03987, 1.71231], [4.61858, 0.37145, 0.36909], [3.98764, -1.00984, 0.56326], [2.74111, -0.95713, 1.22741], [1.62943, -0.56558, 0.55750], [1.55696, -0.26505, -0.80040], [0.34752, 0.09933, -1.35734], [-0.81135, 0.19207, -0.59318], [-0.73588, -0.11969, 0.76438], [0.46332, -0.49304, 1.32620], [0.52669, -0.75173, 2.37122], [-1.61270, -0.11617, 1.39457], [-2.05920, 0.57375, -1.30202], [-2.16577, 0.50881, -2.51529], [-3.07472, 1.02851, -0.52394], [-2.96529, 1.05977, 0.47560], [-4.35405, 1.39297, -1.07769], [-4.22188, 1.40585, -2.16309], [-4.62284, 2.40038, -0.74076], [-5.47463, 0.42001, -0.69788], [-5.57521, 0.38316, 0.38890], [-6.41041, 0.80082, -1.10972], [-5.24905, -0.99634, -1.23908], [-4.19684, -1.69489, -0.54842], [-4.12343, -1.95357, 0.77918], [-3.03756, -2.60254, 1.09805], [-2.36781, -2.78586, -0.06956], [-3.07018, -2.23308, -1.10110], [-2.86205, -2.16566, -2.14847], [-1.42635, -3.29611, -0.09143], [-4.88542, -1.66682, 1.47724], [-4.97977, -0.94617, -2.29667], [-6.17975, -1.56905, -1.14174], [0.28057, 0.32249, -2.41169], [2.42738, -0.32108, -1.43489], [4.61943, -1.61202, 1.22271], [3.89306, -1.53351, -0.39583], [3.94115, 1.00476, -0.20732], [5.53972, 0.24492, -0.20100], [5.66167, 0.46123, 2.24892], [3.98953, 1.01941, 2.30621], [5.42082, 2.93234, 2.57431], [4.64365, 3.05388, 0.99725], [6.70791, 2.25389, -0.10397], [7.46930, 2.00502, 1.46837], [8.20428, 4.14649, 0.44022], [6.52949, 4.69639, 0.36670], [7.30836, 4.45028, 1.92939]],
  "forces_ev_per_angstrom": [[0.0, -0.2, -0.1], [-0.2, 0.3, 0.1], [0.2, -0.3, 0.0], [-0.2, 0.2, -0.2], [-0.2, -0.3, 0.4], [0.4, 0.1, -0.4], [-0.3, 0.0, 0.2], [-0.3, 0.0, 0.0], [0.4, -0.1, 0.1], [-0.4, 0.1, 0.1], [0.4, -0.1, -0.1], [0.1, 0.1, -0.2], [0.2, 0.0, 0.1], [0.0, 0.0, 0.1], [-0.1, 0.0, 0.1], [-0.1, 0.2, 0.2], [0.0, -0.1, -0.3], [0.0, 0.1, 0.2], [0.1, 0.0, -0.1], [-0.3, 0.0, 0.0], [-0.1, 0.1, 0.1], [0.0, -0.1, -0.1], [0.3, 0.0, -0.3], [-0.1, 0.0, 0.0], [-0.1, 0.0, 0.1], [-0.6, 0.3, 0.0], [0.2, -0.3, 0.1], [-0.2, 0.1, 0.1], [0.1, -0.1, 0.6], [-0.1, 0.0, -0.3], [0.2, -0.3, -0.1], [0.0, 0.1, -0.2], [0.2, -0.1, -0.1], [-0.2, 0.1, 0.1], [0.0, -0.1, 0.1], [0.2, 0.0, -0.1], [0.0, 0.0, -0.1], [0.1, 0.0, 0.0], [-0.1, 0.0, -0.1], [0.0, 0.0, 0.1], [0.0, 0.0, -0.1], [0.0, 0.0, -0.1], [0.0, -0.1, 0.1], [0.0, -0.1, 0.1], [0.0, 0.1, 0.0], [-0.1, 0.1, 0.0], [0.1, -0.1, 0.0], [0.0, -0.1, 0.0], [0.1, 0.1, 0.0], [0.0, 0.1, 0.0], [0.0, 0.1, 0.1]],
  "nbo_charge": [-0.5988, -0.3945, -0.3880, -0.3950, -0.4306, -0.0597, -0.4928, 0.3205, -0.2782, -0.1447, -0.1955, -0.1501, -0.2655, 0.2275, 0.2121, 0.6834, -0.6519, -0.6192, 0.3960, -0.2289, 0.2362, 0.1965, -0.4076, 0.1991, 0.2184, -0.2071, -0.3477, 0.1423, -0.4630, -0.1012, -0.0968, 0.2319, 0.2107, 0.1911, 0.2217, 0.2055, 0.2352, 0.2117, 0.1938, 0.1761, 0.2062, 0.2084, 0.1928, 0.2130, 0.1995, 0.1942, 0.1923, 0.1924, 0.2072, 0.2009, 0.2002]
}